1.
{"formula": "C26H34As2N4O2PdS", "method": "ωB97M-V/def2-TZVPD", "symbols": ["Pd", "As", "As", "S", "O", "O", "N", "N", "N", "N", "C", "C", "C", "C", "C", "C", "C", "C", "C", "C", "C", "C", "C", "C", "C", "C", "C", "C", "C", "C", "C", "C", "C", "C", "C", "C", "H", "H", "H", "H", "H", "H", "H", "H", "H", "H", "H", "H", "H", "H", "H", "H", "H", "H", "H", "H", "H", "H", "H", "H", "H", "H", "H", "H", "H", "H", "H", "H", "H", "H"], "positions_angstrom": [[0.555, 0.648, -0.099], [-1.462, 2.244, 0.127], [-0.709, -0.619, 1.695], [0.918, 1.333, -2.716], [2.133, 0.925, -2.007], [0.424, 2.660, -2.450], [-0.550, -1.848, -1.421], [-0.220, 0.294, -2.205], [0.488, -1.509, -3.538], [1.826, 1.057, -8.553], [-1.255, 3.806, 1.285], [-4.195, 1.631, 0.988], [-3.582, -0.812, 2.126], [2.375, 1.388, 2.303], [-0.466, -3.153, -1.615], [-2.870, 1.205, 1.004], [4.422, 2.582, 2.947], [1.604, 1.093, -7.184], [0.104, -3.720, -2.745], [1.668, 1.093, 1.373], [0.260, 1.778, -5.304], [0.576, -2.822, -3.685], [3.242, 1.737, 3.441], [-0.800, -2.495, 2.256], [-0.367, 0.156, 3.451], [3.767, 0.455, 4.099], [2.552, 0.571, -6.299], [0.454, 1.698, -6.669], [2.427, 2.541, 4.465], [-5.203, 0.856, 1.539], [-2.443, 3.055, -1.347], [-2.564, -0.038, 1.579], [-4.896, -0.371, 2.107], [1.207, 1.250, -4.442], [2.349, 0.640, -4.935], [-0.061, -1.051, -2.403], [2.043, 3.458, 4.015], [4.069, 3.514, 2.506], [-3.357, -1.773, 2.573], [2.942, -0.150, 4.481], [1.581, 1.958, 4.831], [1.040, -3.168, -4.604], [-2.912, 2.265, -1.931], [-1.715, 3.574, -1.963], [3.070, 0.226, -4.244], [-0.614, 4.510, 0.755], [0.176, -4.788, -2.881], [-1.379, -3.078, 1.541], [-0.281, 2.115, -7.347], [-0.866, -3.780, -0.823], [3.055, 2.810, 5.317], [1.012, 1.147, -9.137], [-0.751, 3.501, 2.201], [0.219, -2.877, 2.282], [-6.228, 1.207, 1.520], [-2.206, 4.282, 1.524], [-1.193, -0.081, 4.123], [-5.678, -0.985, 2.534], [4.325, -0.145, 3.379], [-0.254, 1.232, 3.348], [-0.625, 2.256, -4.903], [0.568, -0.248, 3.835], [-4.448, 2.584, 0.537], [4.988, 2.042, 2.187], [3.450, 0.107, -6.689], [5.089, 2.819, 3.779], [4.427, 0.703, 4.933], [-3.196, 3.753, -0.983], [-1.239, -2.580, 3.250], [2.477, 0.363, -8.878]], "charge": 0, "e_homo_ha": -0.260, "lumo_energy_ev": -0.3, "orbital_gap_ev": 6.71, "multiplicity": 1, "de_lowest_ev": 1.9762}

2.
{"formula": "C26H34BN6O5PtS3", "method": "ωB97M-V/def2-TZVPD", "symbols": ["Pt", "S", "S", "S", "O", "O", "O", "O", "O", "N", "N", "N", "N", "N", "N", "C", "C", "C", "C", "C", "C", "C", "C", "C", "C", "C", "C", "C", "C", "C", "C", "C", "C", "C", "C", "C", "C", "C", "C", "C", "C", "B", "H", "H", "H", "H", "H", "H", "H", "H", "H", "H", "H", "H", "H", "H", "H", "H", "H", "H", "H", "H", "H", "H", "H", "H", "H", "H", "H", "H", "H", "H", "H", "H", "H", "H"], "positions_angstrom": [[-1.180, 0.770, -0.217], [-1.521, -1.517, -0.098], [-0.007, 0.706, -2.206], [1.114, 0.871, 1.688], [-3.450, 2.495, 3.881], [-1.045, 2.841, -0.156], [-2.554, 5.293, 3.640], [-1.205, 5.589, 1.025], [-2.321, 1.033, 1.510], [-1.080, -2.712, -2.565], [2.398, 1.921, -1.524], [0.657, -1.523, 2.975], [1.463, -1.720, 0.944], [2.273, -0.188, -0.975], [0.742, -2.204, -1.471], [-2.802, 2.964, 2.966], [-1.653, 4.561, 1.495], [-2.496, -2.316, -4.506], [-1.252, -1.855, 4.450], [0.846, -2.873, 2.716], [2.162, 3.355, -1.897], [1.115, -2.792, -2.654], [-0.604, -2.158, -1.416], [1.603, 0.825, -1.556], [3.584, 1.572, -0.903], [2.051, 4.145, -0.592], [-2.463, -2.917, -3.094], [-0.222, 0.377, 4.420], [-2.721, -4.424, -3.134], [3.500, 0.273, -0.572], [-3.562, -2.241, -2.283], [-2.259, 2.292, 1.787], [-1.612, 3.213, 0.946], [3.367, 3.814, -2.727], [0.001, -3.117, -3.330], [1.086, -0.798, 1.887], [1.074, -1.520, 5.378], [0.900, 3.588, -2.718], [-2.374, 4.420, 2.828], [0.079, -1.111, 4.288], [1.343, -2.986, 1.478], [1.850, -1.613, -0.538], [-0.667, 0.520, 5.408], [-2.147, -1.283, -4.479], [2.151, -2.924, -2.908], [0.672, 0.989, 4.342], [2.812, -2.330, -0.716], [2.930, 4.009, 0.039], [-1.722, -1.547, 5.384], [4.190, -0.360, -0.043], [-3.522, -2.328, -4.874], [-4.496, -2.412, -2.823], [4.366, 2.282, -0.718], [0.002, 3.374, -2.146], [1.163, 3.830, -0.044], [-0.934, 0.708, 3.669], [-1.883, -2.873, -5.215], [0.897, 4.648, -2.981], [-1.919, -1.594, 3.627], [1.948, 5.207, -0.819], [-3.716, -4.613, -3.539], [4.288, 3.858, -2.146], [-3.400, -1.169, -2.187], [1.253, -2.596, 5.386], [-0.114, -3.587, -4.288], [0.683, -1.232, 6.355], [-1.993, -4.943, -3.759], [0.892, 3.000, -3.635], [-2.672, -4.840, -2.127], [3.170, 4.818, -3.103], [-1.130, -2.938, 4.476], [0.590, -3.636, 3.426], [2.026, -1.011, 5.223], [1.594, -3.864, 0.907], [3.524, 3.150, -3.579], [-3.655, -2.653, -1.283]], "charge": -1, "e_homo_ha": -0.146, "lumo_energy_ev": 2.2, "orbital_gap_ev": 6.14, "multiplicity": 1, "de_lowest_ev": 0.2105}

3.
{"formula": "C26H34ClIrO2", "method": "ωB97M-V/def2-TZVPD", "symbols": ["Ir", "Cl", "O", "O", "C", "C", "C", "C", "C", "C", "C", "C", "C", "C", "C", "C", "C", "C", "C", "C", "C", "C", "C", "C", "C", "C", "C", "C", "C", "C", "H", "H", "H", "H", "H", "H", "H", "H", "H", "H", "H", "H", "H", "H", "H", "H", "H", "H", "H", "H", "H", "H", "H", "H", "H", "H", "H", "H", "H", "H", "H", "H", "H", "H"], "positions_angstrom": [[-0.464, -0.887, -1.804], [3.339, 4.615, 1.306], [-0.272, -0.520, -5.031], [2.097, 2.789, -4.183], [1.199, 1.453, 2.555], [2.560, 3.626, 3.644], [-1.259, -2.226, -6.543], [-1.831, 0.136, -0.204], [1.260, 1.873, -3.390], [-0.128, 0.642, -5.944], [1.619, 2.285, 0.268], [-2.192, -1.207, -0.584], [-1.808, 0.924, -1.373], [2.529, 3.476, 2.271], [0.056, 3.989, -3.790], [1.575, 4.096, -3.719], [1.277, 1.623, 3.920], [0.844, -2.367, -2.777], [1.786, 2.400, 1.641], [-0.115, 2.536, -3.334], [1.938, 2.704, 4.494], [1.699, -1.015, -1.095], [0.156, -0.207, -7.156], [-2.204, 0.126, -2.507], [1.193, -2.208, -6.108], [0.793, -1.948, -0.479], [0.306, -2.833, -1.515], [1.715, -1.269, -2.499], [-0.048, -1.385, -6.183], [-2.514, -1.199, -1.998], [-0.569, -0.131, -7.975], [2.036, 4.961, -4.210], [1.417, -2.607, -7.103], [-2.211, -1.672, -6.499], [-1.590, 0.523, 0.788], [-0.440, 4.220, -4.741], [-1.292, -3.118, -5.899], [-2.278, -2.063, 0.086], [0.615, -2.770, -3.758], [1.821, 4.032, -2.630], [1.951, 2.838, 5.577], [-0.302, 2.622, -2.263], [3.093, 4.469, 4.060], [1.186, -0.204, -7.523], [2.254, -0.215, -0.593], [-1.126, -2.582, -7.583], [-1.561, 1.980, -1.372], [1.060, -3.064, -5.450], [-2.278, 0.449, -3.539], [0.832, 0.890, 4.595], [-0.350, -3.701, -1.394], [0.699, 1.321, -5.688], [-0.406, 4.637, -3.046], [2.192, 2.847, -0.457], [-1.053, 1.234, -6.047], [0.488, -1.955, 0.564], [-0.882, 1.922, -3.835], [0.666, 0.590, 2.145], [0.878, 1.605, -0.137], [1.194, 0.820, -3.730], [2.342, -0.769, -3.227], [-2.833, -2.051, -2.596], [2.055, -1.604, -5.820], [1.704, 1.874, -2.365]], "charge": 1, "s_squared": 8.81, "e_homo_ha": [-0.336, -0.419], "lumo_energy_ev": [-2.1, -6.3], "orbital_gap_ev": [7.02, 5.13], "multiplicity": 6, "de_lowest_ev": 0.8127}

4.
{"formula": "C26H34F4N5O2Re", "method": "ωB97M-V/def2-TZVPD", "symbols": ["Re", "F", "F", "F", "F", "O", "O", "N", "N", "N", "N", "N", "C", "C", "C", "C", "C", "C", "C", "C", "C", "C", "C", "C", "C", "C", "C", "C", "C", "C", "C", "C", "C", "C", "C", "C", "C", "C", "H", "H", "H", "H", "H", "H", "H", "H", "H", "H", "H", "H", "H", "H", "H", "H", "H", "H", "H", "H", "H", "H", "H", "H", "H", "H", "H", "H", "H", "H", "H", "H", "H", "H"], "positions_angstrom": [[-1.175, 0.336, 0.620], [-3.144, -2.071, 3.002], [-1.427, 1.419, 6.733], [-1.799, 2.208, 4.214], [-2.670, -2.817, 5.481], [4.479, 2.569, -0.247], [3.249, 0.801, 0.385], [-2.473, 0.560, 2.115], [-2.973, 1.034, -0.385], [5.113, 1.521, -2.595], [-0.545, -0.476, -0.888], [0.510, -0.258, 1.830], [-1.884, -0.777, 6.139], [3.934, 1.359, -0.460], [-4.083, 0.006, -0.624], [-3.580, 2.019, 0.565], [4.495, 1.796, -3.921], [-3.775, -1.133, -1.588], [1.193, -3.615, -3.205], [1.525, -0.548, 2.265], [-2.348, 0.068, 3.447], [2.856, 0.704, -2.640], [-2.651, -1.208, 3.887], [4.219, 0.718, -1.833], [-0.026, -3.038, -3.521], [-1.907, 0.905, 4.462], [1.872, -3.037, -2.130], [-2.707, 1.761, -1.649], [-3.633, 1.349, 1.961], [3.025, 1.977, -3.553], [0.120, -1.478, -1.596], [-1.570, 2.759, -1.605], [2.582, -2.590, 3.107], [-2.362, -1.594, 5.149], [1.382, -2.053, -1.331], [-1.764, 0.544, 5.774], [-0.528, -1.973, -2.705], [2.625, -1.087, 2.950], [-1.434, -1.478, -2.985], [-4.387, -0.353, 0.365], [4.554, -0.297, -1.536], [2.381, 1.977, -4.452], [2.866, 2.853, -2.944], [-4.544, 0.717, 2.022], [-4.656, -1.788, -1.576], [-2.458, 0.929, -2.377], [1.584, -2.818, 3.451], [1.600, -4.460, -3.805], [3.558, -0.723, 2.386], [-2.842, -1.687, -1.365], [-1.795, 3.627, -0.969], [2.038, 0.725, -1.940], [3.292, -3.041, 3.828], [-2.869, 2.863, 0.639], [2.766, -3.027, 2.135], [4.568, 0.962, -4.692], [-4.934, 0.599, -1.005], [-3.649, -0.830, -2.586], [-4.525, 2.395, 0.165], [4.991, 2.773, -1.050], [-0.526, -3.323, -4.435], [1.957, -1.601, -0.533], [2.711, -0.556, 3.900], [-3.629, 2.261, -2.040], [2.784, -0.174, -3.267], [-3.692, 2.189, 2.702], [-1.420, 3.085, -2.617], [-1.708, -1.093, 7.163], [6.025, 1.080, -2.592], [5.032, 2.658, -4.384], [2.846, -3.409, -1.896], [-0.638, 2.309, -1.322]], "charge": 1, "s_squared": 3.79, "e_homo_ha": [-0.377, -0.404], "lumo_energy_ev": [-3.3, -4.1], "orbital_gap_ev": [6.98, 6.86], "multiplicity": 4, "de_lowest_ev": 0.5779}

5.
{"formula": "C26H34IN2O21S", "method": "ωB97M-V/def2-TZVPD", "symbols": ["I", "S", "O", "O", "O", "O", "O", "O", "O", "O", "O", "O", "O", "O", "O", "O", "O", "O", "O", "O", "O", "O", "O", "N", "N", "C", "C", "C", "C", "C", "C", "C", "C", "C", "C", "C", "C", "C", "C", "C", "C", "C", "C", "C", "C", "C", "C", "C", "C", "C", "C", "H", "H", "H", "H", "H", "H", "H", "H", "H", "H", "H", "H", "H", "H", "H", "H", "H", "H", "H", "H", "H", "H", "H", "H", "H", "H", "H", "H", "H", "H", "H", "H", "H", "H"], "positions_angstrom": [[-3.421, 4.990, -2.722], [3.152, 4.206, -2.512], [5.601, 1.577, 3.899], [-1.269, -4.982, -1.332], [4.315, -8.381, 3.252], [-4.546, 2.443, 1.541], [2.402, -3.276, 0.385], [-6.747, 9.211, -1.054], [-2.937, 2.357, 3.092], [0.985, -4.775, 1.307], [-5.640, 8.816, 0.856], [5.193, -6.363, 3.731], [4.223, 2.943, 2.749], [6.091, 2.168, 1.778], [2.925, -5.461, 0.426], [-0.283, -5.637, -3.249], [-7.751, 9.607, 0.927], [-2.233, -0.274, -2.357], [6.347, -7.806, 2.471], [-1.333, -3.668, -3.159], [-3.263, 4.256, 1.923], [-2.729, -1.037, -0.297], [-0.762, -1.529, -1.216], [-1.683, 2.267, -3.045], [0.574, 3.481, -2.005], [-4.849, 8.261, -0.191], [-5.395, 8.948, -1.420], [1.642, 3.949, -2.285], [2.375, -6.589, 1.117], [-4.444, 1.071, 1.934], [-6.809, 9.248, 0.307], [-0.545, 4.204, -2.714], [0.925, -6.209, 1.268], [-0.681, -1.958, 0.152], [-1.809, 2.582, -1.614], [5.333, 2.796, 0.747], [-3.552, 3.127, 2.162], [-0.348, -5.157, -4.596], [-1.736, 4.121, -1.684], [7.050, -6.562, 2.401], [-0.988, -4.784, -2.473], [6.506, -5.811, 3.592], [-1.931, -0.896, -1.375], [5.333, 2.168, 2.910], [-0.628, -3.686, -4.402], [5.200, -7.593, 3.160], [-3.711, 1.164, 3.251], [2.131, -4.399, 0.678], [-2.127, -2.028, 0.556], [4.373, 3.658, 1.526], [-1.047, 3.131, -3.709], [6.460, -4.737, 3.429], [4.781, 4.648, 1.742], [5.976, 3.376, 0.088], [6.811, -6.076, 1.453], [-2.577, -2.998, 0.343], [0.316, -6.513, 0.415], [-4.893, 9.895, -1.629], [-2.283, -1.789, 1.606], [-1.370, 4.671, -0.820], [2.882, -6.701, 2.075], [-3.793, 8.467, -0.028], [0.586, -5.343, -5.119], [-1.235, -3.262, -5.198], [-5.349, 8.322, -2.310], [-5.001, 7.179, -0.212], [-2.065, 1.459, -3.535], [2.510, -7.501, 0.540], [-0.175, -2.914, 0.229], [-0.883, 3.117, -4.779], [0.480, -6.605, 2.178], [-5.428, 0.620, 2.030], [-3.877, 0.528, 1.176], [-3.067, 0.307, 3.438], [-1.191, 2.044, -0.902], [-0.121, -1.214, 0.722], [-2.850, 2.336, -1.367], [-1.156, -5.673, -5.117], [0.285, -3.096, -4.298], [-4.385, 1.293, 4.099], [-0.298, 5.195, -3.085], [4.823, 2.027, 0.161], [7.070, -6.007, 4.505], [3.412, 3.773, 1.026], [8.124, -6.721, 2.457]], "charge": 1, "e_homo_ha": -0.457, "lumo_energy_ev": -4.3, "orbital_gap_ev": 8.14, "multiplicity": 1}

6.
{"formula": "C26H34N2O3Pb", "method": "ωB97M-V/def2-TZVPD", "symbols": ["Pb", "O", "O", "O", "N", "N", "C", "C", "C", "C", "C", "C", "C", "C", "C", "C", "C", "C", "C", "C", "C", "C", "C", "C", "C", "C", "C", "C", "C", "C", "C", "C", "H", "H", "H", "H", "H", "H", "H", "H", "H", "H", "H", "H", "H", "H", "H", "H", "H", "H", "H", "H", "H", "H", "H", "H", "H", "H", "H", "H", "H", "H", "H", "H", "H", "H"], "positions_angstrom": [[-6.954, -0.749, -2.817], [-1.751, 5.224, 2.509], [-4.614, 2.653, -0.710], [5.694, -0.149, 1.150], [-3.679, 4.071, 1.187], [-4.464, -1.991, 0.414], [5.162, 1.172, 1.533], [-1.653, -0.728, 1.959], [2.758, 1.924, 0.475], [-1.376, -2.342, 2.030], [2.054, 2.542, -0.885], [-1.953, 2.589, 2.149], [-2.382, 4.164, 1.996], [-1.176, -3.082, 0.582], [1.197, -2.108, -0.460], [1.736, -1.861, -2.024], [4.407, 1.977, 0.299], [-0.851, 1.840, 3.119], [-2.866, 1.672, 1.141], [-3.734, -0.341, -1.597], [2.858, -0.671, -2.145], [-5.248, -2.697, -0.639], [-4.622, -1.054, -2.806], [-3.838, 2.763, 0.391], [2.105, 0.673, -2.789], [-5.460, -2.379, -2.222], [4.899, -1.249, 1.750], [-0.736, 0.210, 2.997], [-2.751, 0.041, 1.016], [1.130, 1.439, -1.688], [-0.445, -2.177, -0.572], [-3.691, -0.799, -0.037], [2.490, 0.783, 0.641], [0.793, -1.491, -2.655], [-4.508, 3.988, 1.835], [3.294, -0.443, -1.082], [-2.354, -2.824, 2.518], [-4.655, -0.694, -3.919], [2.071, -2.871, -2.545], [-3.089, 0.612, -1.895], [0.030, -0.334, 3.706], [-0.463, -4.017, 0.775], [2.936, 1.394, -3.230], [2.401, 2.521, 1.445], [-0.193, 2.472, 3.886], [2.930, 2.852, -1.608], [1.674, -3.130, -0.071], [3.777, -0.904, 1.867], [-6.154, -3.032, -2.923], [4.485, 1.083, 2.506], [4.696, 1.436, -0.720], [5.313, -1.488, 2.839], [-0.857, -1.088, -0.691], [-5.828, -3.671, -0.258], [1.609, -1.201, 0.154], [1.389, 0.389, -3.698], [3.686, -1.041, -2.922], [-0.505, -2.595, 2.805], [4.738, 3.106, 0.285], [6.104, 1.841, 1.824], [4.987, -2.223, 1.073], [-2.205, -3.542, 0.213], [0.279, 2.030, -2.277], [-0.672, -2.722, -1.610], [1.465, 3.523, -0.616], [0.578, 0.705, -0.956]], "charge": 2, "e_homo_ha": -0.464, "lumo_energy_ev": -10.2, "orbital_gap_ev": 2.46, "multiplicity": 1}